213
Properties=species:S:1:pos:R:3 method="wB97M-V/def2-TZVPD" molar_mass_g_mol=1418.153 lumo_ev="0.41 / -2.08" largest_force_ev_per_a=3.839 spin_multiplicity=2 e_tot_ha=-5625.702783 s_squared=0.76
I 9.409 17.257 21.527
I 12.242 15.861 17.610
Cu 10.939 15.942 19.861
O 15.600 10.453 15.746
O 9.451 14.773 19.491
O 16.327 15.604 18.124
O 12.715 16.488 20.537
O 17.501 14.645 20.635
O 10.583 14.137 10.573
O 8.111 21.150 15.171
N 17.911 13.391 20.271
N 13.036 17.516 21.479
N 8.761 19.863 15.217
N 16.879 15.701 16.880
N 14.370 10.327 14.992
N 9.280 13.801 18.506
N 10.900 14.393 11.992
C 13.772 18.661 20.810
C 11.054 12.494 19.552
C 10.286 20.098 15.387
C 19.880 14.409 19.417
C 16.687 14.379 16.141
C 9.409 11.436 17.989
C 17.258 12.446 22.630
C 7.955 14.155 17.815
C 8.264 19.147 14.019
C 19.770 11.990 19.979
C 13.086 10.491 16.926
C 12.162 9.289 14.959
C 14.806 9.712 13.671
C 10.533 17.900 14.196
C 8.873 12.111 20.394
C 6.784 18.896 14.268
C 19.068 10.766 20.583
C 14.852 18.263 19.762
C 17.550 11.043 20.433
C 10.486 20.845 16.779
C 12.719 15.705 23.109
C 17.413 14.505 14.754
C 12.871 14.651 13.465
C 17.371 16.945 14.948
C 13.390 19.419 23.122
C 17.145 12.387 21.028
C 8.061 11.602 17.301
C 16.994 15.773 14.073
C 9.015 17.804 14.077
C 15.613 12.554 20.751
C 10.177 13.564 12.930
C 9.558 12.458 19.149
C 14.000 8.304 16.475
C 15.169 17.290 16.069
C 10.959 21.011 14.376
C 14.287 19.545 21.889
C 10.809 13.801 14.339
C 12.742 19.445 20.063
C 7.969 13.028 16.752
C 12.900 15.632 11.317
C 6.671 14.199 18.664
C 12.406 14.467 12.044
C 16.613 17.027 16.261
C 19.358 13.398 20.374
C 10.850 18.696 15.419
C 13.468 9.543 15.794
C 15.051 16.400 22.607
C 15.826 8.514 13.636
C 12.490 8.645 13.627
C 8.201 15.568 17.216
C 10.312 12.044 12.650
C 13.612 16.942 22.750
C 13.126 13.246 11.384
C 8.526 19.829 12.700
C 17.305 18.105 17.126
C 8.700 13.974 12.930
C 13.358 18.063 23.827
C 15.550 10.911 13.023
C 13.551 9.400 12.862
C 19.866 13.812 21.765
C 15.216 14.075 15.887
C 17.275 13.301 16.972
C 12.287 13.730 14.497
H 15.121 15.639 21.856
H 10.354 18.118 16.201
H 7.852 10.854 16.593
H 18.183 12.003 23.080
H 16.558 11.036 13.520
H 18.399 13.216 16.905
H 15.826 17.128 22.414
H 16.279 8.557 12.663
H 20.931 14.279 19.157
H 14.723 14.869 15.344
H 14.705 13.859 16.778
H 8.682 15.127 20.029
H 14.073 18.055 24.652
H 13.621 20.209 23.845
H 11.320 11.745 12.546
H 20.916 14.098 21.632
H 11.912 18.720 15.700
H 19.826 15.412 19.874
H 11.520 8.445 13.099
H 6.227 19.829 14.450
H 10.318 13.050 14.942
H 13.070 20.276 19.430
H 10.858 16.864 14.372
H 7.477 15.791 16.416
H 12.382 17.925 24.265
H 15.354 15.863 18.141
H 17.301 11.123 19.328
H 7.209 11.568 18.000
H 9.416 10.417 18.339
H 6.283 18.442 13.417
H 14.358 20.538 21.579
H 9.848 21.742 16.948
H 8.128 20.813 12.659
H 11.049 13.015 20.561
H 8.061 13.136 13.277
H 12.607 12.892 10.512
H 12.704 15.709 13.711
H 15.137 11.668 21.091
H 11.353 20.563 13.460
H 16.864 10.294 20.904
H 16.351 11.962 23.064
H 14.147 13.456 11.211
H 16.552 8.800 14.381
H 13.916 10.743 17.564
H 10.241 20.104 17.550
H 6.839 14.636 19.645
H 10.279 21.825 14.060
H 8.119 16.297 17.973
H 9.903 13.469 10.581
H 16.916 12.354 16.588
H 8.040 21.450 16.087
H 19.592 11.891 18.893
H 12.824 14.858 22.412
H 8.654 17.170 14.918
H 11.673 16.060 23.063
H 6.293 13.189 18.826
H 11.719 12.942 18.915
H 8.487 14.116 11.872
H 15.407 12.588 19.630
H 18.430 16.893 15.206
H 15.670 10.631 11.978
H 16.892 18.196 18.144
H 14.363 17.818 18.934
H 6.544 18.357 15.176
H 17.266 15.073 19.782
H 9.869 11.529 13.463
H 14.599 16.578 16.693
H 11.647 10.242 14.897
H 13.071 10.313 12.617
H 15.064 8.408 16.480
H 11.581 8.624 15.517
H 19.351 14.710 22.223
H 13.841 8.957 11.942
H 11.382 11.476 19.789
H 10.489 14.777 14.746
H 7.998 19.202 11.932
H 15.341 19.185 19.313
H 12.694 12.693 14.352
H 15.089 13.206 15.250
H 5.904 14.755 18.057
H 12.361 19.761 22.793
H 15.622 17.593 20.135
H 14.827 18.274 16.366
H 12.466 10.017 17.665
H 12.483 16.455 11.923
H 13.710 8.258 17.455
H 8.713 13.227 16.038
H 13.549 16.182 20.065
H 11.513 21.145 16.979
H 7.783 11.980 20.391
H 7.057 13.017 16.122
H 15.369 7.611 13.998
H 19.304 9.869 19.971
H 11.855 21.386 14.826
H 17.113 13.513 22.969
H 12.615 11.351 16.409
H 19.295 14.480 18.465
H 15.920 15.774 13.858
H 13.776 7.390 15.920
H 12.968 7.622 13.675
H 13.974 14.558 13.318
H 9.209 15.593 16.724
H 14.038 15.598 11.147
H 12.892 15.389 24.168
H 17.153 19.069 16.646
H 9.606 11.602 11.832
H 17.242 13.706 14.095
H 18.401 17.879 17.299
H 15.211 15.938 23.548
H 19.828 12.924 22.442
H 14.897 11.761 13.174
H 12.252 18.740 19.338
H 10.981 18.266 13.257
H 10.210 11.615 17.288
H 18.553 14.479 14.838
H 16.842 13.263 17.931
H 15.410 11.295 16.205
H 9.276 11.131 20.663
H 8.704 17.242 13.181
H 14.731 17.251 15.021
H 9.247 12.759 21.204
H 8.648 14.968 13.441
H 17.500 15.902 13.087
H 12.002 19.827 20.797
H 9.629 19.898 12.418
H 20.859 11.874 20.108
H 17.216 17.911 14.456
H 12.660 13.995 15.500
H 13.137 12.322 12.002
H 15.160 13.451 21.243
H 12.378 15.684 10.384
H 19.379 10.590 21.616
H 15.289 19.265 22.282